Below is an isolated molecule of C13H13BF8O5, with properties calculated with ωB97M-V/def2-TZVPD.

The geometry in ORCA input format:
```
! wB97M-V def2-TZVPD RIJCOSX def2/J DEFGRID3
* xyz 0 1
C -3.13 -1.56 0.75
C -2.15 -2.78 0.63
B -1.21 -2.49 -0.62
O -1.81 -2.59 -1.89
C 0.35 -2.28 -0.60
C 1.27 -2.09 0.36
C 0.99 -1.80 1.83
C 1.70 -0.38 2.04
O 1.67 0.31 0.77
C 1.43 1.69 0.90
C -0.07 2.07 1.01
F -0.82 1.10 1.59
F -0.15 3.14 1.86
C -0.78 2.43 -0.32
F -2.04 2.82 0.01
F -0.92 1.30 -1.04
C -0.13 3.61 -1.15
F 0.78 4.32 -0.47
F -1.14 4.48 -1.44
C 0.41 3.16 -2.54
F -0.61 2.83 -3.35
F 1.31 2.16 -2.43
C 2.66 -2.36 -0.27
O 3.66 -2.60 0.25
O 2.42 -2.74 -1.60
C 1.22 -2.12 -1.87
O 0.96 -1.34 -2.68
H -3.61 -1.41 -0.24
H -3.94 -1.75 1.47
H -2.54 -0.65 0.96
H -1.60 -3.01 1.57
H -2.77 -3.66 0.39
H -1.58 -1.76 -2.34
H -0.07 -1.61 1.99
H 1.47 -2.47 2.55
H 2.78 -0.52 2.26
H 1.24 0.21 2.84
H 1.98 2.10 1.77
H 1.88 2.18 0.02
H 0.90 4.03 -3.00
*
```

Output
* SMILES: CCB(O)C1=C(CCOCC(F)(F)C(F)(F)C(F)(F)C(F)F)C(=O)OC1=O
* E_HOMO: -10.30 eV